130
Properties=species:S:1:pos:R:3 method="wB97M-V/def2-TZVPD" multiplicity=1 de_lowest_kcal_mol=94.2 lumo_energy_ev=-0.2 total_charge=0 orbital_gap_ev=7.675 total_energy_ha=-7191.40898 homo_energy_ha=-0.2903
C -22.85 3.17 -10.13
S -22.68 3.78 -11.88
O -22.75 2.49 -12.70
C -20.96 4.39 -11.70
H -23.75 2.57 -10.04
H -22.89 4.06 -9.50
H -21.95 2.67 -9.77
H -20.73 5.19 -12.41
H -20.39 3.49 -11.94
H -20.58 4.70 -10.72
C -20.74 9.64 -10.07
S -19.57 8.20 -10.43
O -20.12 7.75 -11.78
C -18.13 9.34 -10.79
H -20.68 10.29 -10.94
H -20.45 10.24 -9.20
H -21.76 9.25 -10.11
H -18.17 10.11 -10.02
H -18.20 9.96 -11.68
H -17.21 8.74 -10.79
C -15.40 5.72 -12.68
S -14.17 6.30 -11.41
O -13.92 5.27 -10.29
C -12.76 6.44 -12.55
H -15.34 6.22 -13.66
H -16.44 5.79 -12.38
H -15.14 4.70 -12.97
H -12.67 5.57 -13.20
H -11.87 6.47 -11.91
H -12.93 7.26 -13.25
C -18.39 1.06 -17.39
S -16.67 0.51 -17.68
O -15.72 1.75 -17.96
C -16.33 -0.08 -15.97
H -19.20 0.33 -17.46
H -18.69 1.54 -18.33
H -18.45 1.75 -16.55
H -16.35 0.68 -15.19
H -15.35 -0.54 -15.93
H -17.03 -0.84 -15.62
C -14.25 6.34 -17.31
S -12.63 5.68 -17.86
O -11.87 5.51 -16.51
C -13.12 3.93 -18.36
H -14.26 7.43 -17.28
H -14.64 5.89 -16.39
H -15.03 6.05 -18.02
H -13.76 3.92 -19.24
H -13.60 3.38 -17.54
H -12.17 3.50 -18.67
C -16.53 3.37 -10.47
S -17.67 2.47 -11.67
O -17.20 2.85 -13.04
C -17.01 0.75 -11.33
H -16.76 4.43 -10.43
H -15.59 3.31 -11.03
H -16.60 2.91 -9.48
H -15.94 0.67 -11.55
H -17.68 0.16 -11.96
H -17.16 0.61 -10.26
C -18.49 6.81 -14.48
S -18.22 6.14 -16.24
O -17.28 7.09 -17.01
C -17.31 4.58 -15.90
H -17.55 7.28 -14.20
H -18.74 5.99 -13.80
H -19.20 7.64 -14.44
H -16.88 4.14 -16.80
H -18.00 3.91 -15.39
H -16.46 4.80 -15.27
C -16.08 3.15 -21.45
S -16.53 4.89 -21.04
O -17.06 5.51 -22.33
C -17.86 4.45 -19.88
H -16.26 2.42 -20.65
H -15.00 3.10 -21.62
H -16.54 2.85 -22.39
H -18.62 3.92 -20.46
H -18.17 5.32 -19.30
H -17.41 3.79 -19.15
C -15.73 8.96 -19.61
S -13.94 9.18 -20.11
O -13.21 7.86 -20.40
C -14.38 9.88 -21.77
H -15.69 8.69 -18.55
H -16.18 8.17 -20.20
H -16.30 9.89 -19.65
H -13.41 10.17 -22.17
H -15.06 10.73 -21.76
H -14.71 9.08 -22.44
C -15.60 11.55 -13.09
S -15.28 9.80 -12.49
O -15.39 8.79 -13.60
C -13.54 9.87 -11.86
H -15.47 12.33 -12.34
H -16.56 11.67 -13.60
H -14.90 11.77 -13.89
H -13.54 10.45 -10.94
H -12.84 10.39 -12.52
H -13.11 8.94 -11.51
C -25.09 6.91 -12.40
S -24.07 6.24 -13.81
O -24.71 6.70 -15.07
C -22.63 7.41 -13.45
H -24.54 6.95 -11.47
H -26.07 6.45 -12.27
H -25.38 7.91 -12.74
H -22.85 8.39 -13.88
H -21.75 7.07 -13.99
H -22.54 7.63 -12.38
C -19.41 10.82 -14.06
S -18.98 11.64 -15.65
O -17.99 12.80 -15.34
C -17.95 10.28 -16.24
H -20.23 10.17 -14.37
H -19.75 11.49 -13.27
H -18.54 10.22 -13.79
H -17.19 9.94 -15.54
H -17.30 10.71 -17.01
H -18.43 9.36 -16.58
C -13.18 0.47 -13.80
S -12.74 2.18 -14.28
O -11.92 2.08 -15.55
C -14.43 2.67 -14.90
H -13.89 0.47 -12.97
H -12.27 -0.07 -13.54
H -13.58 -0.04 -14.68
H -14.78 2.16 -15.80
H -14.51 3.71 -15.22
H -15.17 2.61 -14.10